The following is a quantum chemistry calculation of a molecular structure, C34H26N2O5PPd at a distorted geometry, from the OMol25 dataset.

Structure (XYZ):
```
69
Properties=species:S:1:pos:R:3:forces:R:3
Pd 0.118004 0.061488 0.042414 -0.61 0.32 0.39
C 2.181174 -1.024447 5.452424 -0.10 -0.03 -0.23
O 1.635042 -0.918123 4.137100 0.26 0.06 0.21
C 0.456477 -1.523589 3.914463 -0.08 -0.04 -0.26
C -0.234251 -2.283822 4.810885 -0.35 -0.20 0.01
C -1.472894 -2.888244 4.458453 0.09 -0.05 0.23
C -2.008286 -2.715561 3.224807 -0.12 -0.09 0.14
C -1.341856 -1.920674 2.257043 0.64 0.45 -0.19
C -1.990827 -1.729005 1.016699 0.42 0.34 -0.26
N -1.583816 -0.936408 0.042063 0.67 -0.65 0.35
N -2.303713 -0.877715 -1.122847 0.23 0.50 -0.01
C -1.793803 0.042127 -1.902860 0.30 -0.23 0.20
O -0.662922 0.684002 -1.627815 -0.81 -0.21 -0.11
C -2.475043 0.379302 -3.161700 0.30 0.26 -0.08
C -3.568771 -0.366734 -3.584378 -0.15 -0.09 -0.10
C -4.200834 -0.044415 -4.774021 -0.04 -0.03 -0.02
C -3.748249 1.024124 -5.538199 0.09 0.06 0.03
C -2.659442 1.778525 -5.111629 0.01 -0.07 0.09
C -2.016729 1.456726 -3.922620 -0.13 -0.02 -0.10
C -0.064885 -1.325738 2.587290 -0.59 -0.74 -0.19
O 0.688484 -0.670325 1.776331 0.07 0.82 -0.04
H 3.094589 -0.441311 5.446500 0.04 0.03 -0.03
H 2.409572 -2.063619 5.697047 0.01 -0.03 0.00
H 1.494103 -0.616593 6.193163 -0.05 0.04 0.04
H 0.156366 -2.432666 5.807993 -0.04 -0.01 -0.02
H -1.995590 -3.483332 5.197848 0.07 0.05 -0.05
H -2.962258 -3.163193 2.967588 0.08 0.04 0.02
H -2.932923 -2.235696 0.837670 -0.09 0.02 0.00
H -3.914695 -1.194909 -2.979932 0.01 0.04 -0.04
H -5.053056 -0.626155 -5.106827 0.07 0.04 0.03
H -4.249411 1.273948 -6.465566 0.03 0.00 0.04
H -2.315856 2.621001 -5.700801 -0.03 -0.06 0.05
H -1.180690 2.046808 -3.567060 -0.03 -0.03 -0.03
O 1.550651 2.931963 -1.536538 -0.16 0.23 -0.01
C 1.867203 2.158225 -0.672032 -0.02 0.12 0.46
O 1.108731 1.795333 0.364824 0.46 -0.52 -0.77
C 3.248134 1.553125 -0.702208 -0.06 -0.33 0.09
C 4.368654 2.368811 -0.659954 0.22 -0.02 -0.10
C 5.636301 1.806756 -0.742932 -0.11 -0.09 -0.02
C 5.794358 0.429897 -0.906591 0.07 0.19 0.00
C 4.684506 -0.391992 -0.960915 -0.08 -0.08 -0.02
C 3.413194 0.172337 -0.830157 -0.22 0.33 0.25
P 1.968671 -0.873240 -0.988556 0.16 -0.37 0.15
C 2.164438 -2.407238 -0.124206 -0.06 0.00 0.20
C 1.230764 -3.422132 -0.363493 0.01 -0.06 0.07
C 1.261024 -4.571712 0.407280 0.09 -0.03 0.07
C 2.206502 -4.701937 1.423094 0.01 0.12 -0.08
C 3.114544 -3.675917 1.675868 -0.05 -0.17 0.02
C 3.092467 -2.521494 0.913164 -0.10 -0.06 0.00
C 1.719465 -1.174189 -2.718485 -0.26 0.46 0.04
C 1.374405 -0.065443 -3.499138 0.13 -0.10 -0.26
C 1.286289 -0.208920 -4.871912 0.00 -0.01 0.02
C 1.554191 -1.441839 -5.459411 0.02 -0.09 0.12
C 1.927768 -2.530112 -4.675781 -0.01 0.07 -0.11
C 2.014837 -2.402726 -3.297743 -0.02 -0.27 -0.15
H 4.242672 3.440840 -0.571265 0.00 -0.05 -0.01
H 6.508462 2.447551 -0.697142 -0.04 -0.05 0.00
H 6.785191 0.000183 -1.000539 -0.08 0.05 0.02
H 4.803748 -1.459589 -1.110268 0.00 0.06 0.01
H 0.483051 -3.312270 -1.143733 0.04 0.00 0.08
H 0.547868 -5.364724 0.217664 0.04 0.04 0.03
H 2.230069 -5.603952 2.022871 -0.01 0.06 -0.02
H 3.839804 -3.772535 2.474729 -0.05 -0.02 -0.04
H 3.774318 -1.711585 1.137208 -0.04 -0.02 0.00
H 1.190370 0.895745 -3.039167 -0.02 0.01 -0.06
H 1.012596 0.642893 -5.481610 0.01 -0.05 0.01
H 1.481013 -1.551799 -6.534546 0.01 -0.01 0.05
H 2.158080 -3.482313 -5.136141 -0.02 0.04 -0.01
H 2.322309 -3.251325 -2.695784 -0.04 0.12 -0.08
```
Forces are in eV/Å.

## Properties
ΔE to the lowest compared entry with this formula, charge and spin (kcal per mole): 0.0
Max |F| (eV Å⁻¹): 1.0
Total charge: +1
Kohn-Sham gap (alpha / beta) (eV): 5.07 / 5.06

Which charges does Löwdin predict for the atoms? In e, they are: 1.19 -0.05 -0.06 -0.23 0.01 -0.06 -0.05 -0.13 -0.01 -0.13 0.10 -0.37 -0.18 -0.16 -0.02 -0.07 -0.07 -0.06 -0.02 -0.22 -0.13 0.10 0.10 0.10 0.11 0.11 0.12 0.14 0.11 0.11 0.11 0.11 0.12 0.13 -0.60 -0.13 -0.13 0.01 -0.03 -0.05 -0.07 -0.27 1.15 -0.36 -0.10 -0.05 -0.04 -0.05 -0.07 -0.32 -0.07 -0.04 -0.04 -0.05 -0.07 0.13 0.12 0.12 0.12 0.12 0.12 0.12 0.12 0.12 0.09 0.12 0.12 0.11 0.11


The following is a quantum chemistry calculation of a molecular structure, C19H34BN3O5PYb at a distorted geometry, from the OMol25 dataset.

Structure (XYZ):
```
64
Properties=species:S:1:pos:R:3:forces:R:3
C 4.238391 0.985662 3.107321 -0.94 -1.09 -0.20
C 3.992450 0.048924 1.848739 0.96 1.16 1.45
O 3.274493 0.822732 0.892691 -0.83 -0.98 -0.03
C 2.676876 -0.026212 -0.139777 2.26 0.26 0.19
C 1.458894 0.738134 -0.688254 0.58 0.78 0.50
P -0.116740 -0.161142 -1.324692 0.40 -1.82 0.50
C -1.649284 -1.032890 -2.150586 -2.59 -0.63 -1.57
N -2.508937 -1.831855 -1.252471 -0.82 -0.78 -1.25
C -2.843522 -3.178954 -1.739780 0.13 0.28 1.36
C 0.528581 -1.926064 -0.989251 -1.41 -2.61 2.43
C 0.105351 -2.504754 0.499883 3.44 -1.36 0.53
C 1.175590 -3.573416 1.117464 -0.89 4.45 1.70
O 0.938538 -2.101008 1.616363 -2.04 -0.58 -2.24
N -0.910418 1.364120 -1.844163 1.91 0.93 -0.31
C -0.426978 2.522183 -1.775871 0.22 2.52 -0.15
C -0.541162 3.554901 -0.574203 -0.67 -0.08 -1.00
C 0.337321 3.244748 -2.976427 -0.05 -0.46 0.79
O -0.839628 -0.192138 0.283737 -0.70 1.19 -0.58
C -1.888377 0.535425 0.626016 -1.69 0.37 3.89
O -2.941545 0.814510 0.080991 1.15 -0.45 -1.56
C -1.924251 0.835110 2.186632 0.81 -1.06 1.15
C -1.943730 2.129280 2.800576 0.06 -1.52 1.59
C -1.925208 2.194178 4.265025 -0.14 -1.77 -0.27
C -1.940174 0.989322 5.080792 0.12 -0.62 -1.56
C -1.935525 -0.331489 4.461719 -0.23 2.22 -1.78
C -1.938043 -0.372725 3.017073 0.25 1.02 0.84
B 0.710001 -0.261086 -3.103929 1.80 0.43 -2.98
N 0.092655 0.057037 -4.404036 -0.37 -0.59 1.32
O 2.069705 -0.648522 -3.221451 -1.53 0.27 0.30
H 3.205168 1.220650 3.490553 1.08 0.20 -0.37
H 4.712599 0.377522 3.927510 -0.11 0.72 -0.88
H 4.813295 1.904404 2.857092 -0.43 -0.72 0.26
H 4.988687 -0.239906 1.416696 -0.86 -0.17 0.31
H 3.419401 -0.827326 2.259638 0.38 0.56 -0.87
H 3.500714 -0.101056 -0.914234 -1.15 -0.11 0.35
H 2.615582 -1.032585 0.312222 -0.89 0.56 -0.37
H 1.123460 1.402134 0.161647 0.26 -0.54 -0.97
H 1.911129 1.343817 -1.526669 -0.97 -0.30 0.82
H -1.353939 -1.687905 -3.023565 0.18 0.53 1.16
H -2.308286 -0.250771 -2.633391 0.76 -0.26 0.61
H -3.407852 -1.373200 -1.059067 1.15 0.47 0.28
H -3.951892 -3.343451 -1.474573 2.03 -0.04 1.53
H -2.755816 -3.322527 -2.873268 0.39 0.01 0.81
H -2.274178 -3.945847 -1.146113 -0.50 0.33 -1.07
H 1.588105 -2.188610 -1.166046 -0.46 0.62 0.21
H -0.026962 -2.712030 -1.589234 0.53 1.05 0.06
H -1.003350 -2.726791 0.691471 1.79 0.56 -0.17
H 2.256853 -3.416023 0.873713 -1.11 -1.32 -0.44
H 0.902312 -3.977580 2.117630 0.30 -1.10 -1.45
H -1.119694 4.417803 -1.016795 0.53 -0.80 0.44
H 0.451964 3.975329 -0.287449 -0.73 -0.61 -0.07
H -1.153973 3.166559 0.262718 0.74 0.12 -0.44
H -0.089388 4.258489 -3.161547 0.25 -0.83 0.07
H 1.382471 3.392307 -2.579716 -0.94 -0.11 -0.48
H 0.369925 2.621330 -3.896519 -0.10 0.48 0.70
H -1.970118 3.052779 2.195994 0.06 -0.64 0.51
H -1.894500 3.151346 4.828056 -0.10 -0.66 -0.81
H -1.946537 1.018036 6.195436 0.05 0.34 -1.11
H -1.940702 -1.286308 5.024902 0.00 0.95 -0.29
H -1.925277 -1.381666 2.542611 0.08 1.04 0.22
H 0.085278 -0.736990 -5.046300 0.09 0.56 -0.08
H -0.817697 0.503575 -4.333038 0.15 -0.27 -0.22
H 2.368261 -0.487742 -4.136078 -0.14 -0.10 0.52
Yb -5.080369 -3.461772 -2.994418 -1.50 0.01 -1.85
```
Forces are in eV/Å.

## Properties
ΔE to the lowest compared entry with this formula, charge and spin (kcal per mole): 0.0
Max |F| (eV Å⁻¹): 4.8
Total charge: +1
Kohn-Sham gap (eV): 2.40

Which charges does Löwdin predict for the atoms? In e, they are: -0.08 -0.28 -0.18 -0.21 -0.15 0.69 -0.27 -0.11 -0.25 -0.18 -0.27 0.01 -0.19 0.01 -0.37 -0.01 -0.01 -0.15 -0.50 0.08 -0.09 -0.03 -0.06 -0.08 -0.07 -0.03 -0.59 0.14 0.08 0.08 0.08 0.07 0.12 0.12 0.14 0.09 0.12 0.10 0.08 0.10 0.10 -0.07 0.02 0.11 0.09 0.08 0.12 0.10 0.10 0.10 0.10 0.05 0.09 0.10 0.07 0.09 0.10 0.10 0.10 0.10 0.09 0.06 0.11 1.16


The following is a quantum chemistry calculation of 3 unconnected molecules or ions with the total composition C2H11NO2S at a distorted geometry, from the OMol25 dataset.

Structure (XYZ):
```
17
Properties=species:S:1:pos:R:3:forces:R:3
C -0.134677 0.581149 0.837716 0.75 -0.43 -0.53
C -0.846545 -0.764556 1.049985 -0.05 0.83 -1.09
S -2.373974 -1.063091 0.022262 1.37 1.41 0.50
N 0.997884 0.627191 1.884056 -0.69 1.93 -3.85
H 0.264580 0.613924 -0.199183 -0.13 0.17 0.84
H -0.810463 1.447372 0.960784 -0.05 -0.50 -0.07
H -0.182579 -1.616535 0.926046 -0.11 -0.24 0.07
H -1.157258 -0.628770 2.050854 -0.97 -0.86 1.44
H -2.324387 0.240321 -0.481241 -0.40 -0.91 0.21
H 0.496498 0.892061 2.684083 -0.61 0.17 2.00
H 1.335779 1.591851 1.578528 0.49 -1.55 0.81
H -0.075926 -2.415444 -2.544927 -0.38 0.03 -0.01
H -0.517874 -1.166988 -1.651682 0.18 -0.45 -0.77
O 0.222704 -1.648632 -2.048914 0.29 0.48 0.61
H 1.664118 0.861232 -2.423919 0.02 0.14 -0.20
H 1.872012 0.968252 -0.953746 0.72 -0.32 0.63
O 1.570106 1.480664 -1.690701 -0.44 0.10 -0.58
```
Forces are in eV/Å.

## Properties
ΔE to the lowest compared entry with this formula, charge and spin (kcal per mole): 29.5
2S+1: 2
Max |F| (eV Å⁻¹): 4.4
Total charge: +1
Kohn-Sham gap (alpha / beta) (eV): 10.03 / 5.07

Which charges does Löwdin predict for the atoms? In e, they are: -0.32 -0.42 1.14 0.04 0.07 0.13 0.11 0.08 0.00 0.04 0.12 0.06 -0.03 -0.03 0.05 0.01 -0.04